Record 1
The following is a DFT calculation (ωB97M-V with the def2-TZVPD basis set) of a single C17H20ClN3O3 molecule in a non-equilibrium geometry.

Cartesian coordinates (Å):
C 0.6311 2.2243 1.8074
O -0.7282 1.9887 1.5477
C -1.1609 0.7285 2.0268
C -2.6726 0.6141 1.8463
C -3.0806 0.2017 0.4337
N -2.4923 1.0608 -0.5663
C -1.8850 0.5844 -1.6703
O -1.8892 -0.5911 -1.9774
C -1.2360 1.6657 -2.5262
C 0.0100 2.2438 -1.8490
N 1.0597 1.2471 -1.7565
N 0.8103 0.2452 -0.9430
C 1.6748 -0.7164 -0.7927
C 1.3050 -1.8075 0.1160
C -0.0091 -2.2734 0.1239
C -0.3853 -3.2902 0.9799
C 0.5555 -3.8444 1.8350
Cl 0.0898 -5.1128 2.9130
C 1.8677 -3.3969 1.8353
C 2.2391 -2.3821 0.9735
C 2.9133 -0.7019 -1.4999
C 3.1695 0.3253 -2.3400
C 2.2151 1.3998 -2.5211
O 2.3613 2.3682 -3.2452
H 0.8636 3.2155 1.4216
H 0.8371 2.1987 2.8847
H 1.2628 1.4767 1.3131
H -0.9075 0.6448 3.0948
H -0.6414 -0.0747 1.4852
H -3.0612 -0.1238 2.5480
H -3.1129 1.5835 2.0887
H -2.7508 -0.8169 0.2160
H -4.1747 0.2331 0.3507
H -2.3726 2.0266 -0.3054
H -1.9513 2.4708 -2.6988
H -0.9621 1.2260 -3.4861
H 0.4183 3.0676 -2.4392
H -0.2300 2.5823 -0.8385
H -0.7181 -1.8464 -0.5693
H -1.3993 -3.6581 0.9820
H 2.5886 -3.8388 2.5051
H 3.2576 -2.0225 0.9853
H 3.6104 -1.5166 -1.3732
H 4.0801 0.3912 -2.9155

Cartesian forces (eV/Å) of the 3 atoms listed first:
0.145 -0.041 0.041
-0.271 0.117 -0.025
-0.153 -0.131 0.172

Computed properties:
Energy relative to the best compared isomer or geometry (same formula, charge and spin)   95.5 kJ/mol

---

Record 2
The following is a DFT calculation (ωB97M-V with the def2-TZVPD basis set) of 11 unconnected molecules or ions with the total composition C52H56FN10S in a non-equilibrium geometry.

Cartesian coordinates (Å):
F 0.3464 0.4041 -0.7148
C 0.5868 -1.0241 -0.3411
C 0.1683 -1.2373 1.2638
S 1.3843 -0.1195 2.2200
H 1.7653 -1.2113 -0.3652
H -0.0150 -1.7942 -0.9851
H 0.3450 -2.3826 1.4891
H -0.9588 -0.9344 1.4755
H 2.5985 -0.8220 2.1644
H 0.9337 0.0958 3.5317
N -2.2051 0.1448 3.3616
C -3.4866 -0.2589 3.2197
C -4.5585 0.3387 3.8632
C -4.3031 1.4140 4.7075
C -2.9934 1.8518 4.8757
C -1.9884 1.1923 4.1865
H -3.6342 -1.1035 2.5531
H -5.5680 -0.0257 3.7100
H -5.1176 1.9070 5.2301
H -2.7612 2.6867 5.5271
H -0.9505 1.4987 4.2817
N -2.0070 0.4820 -4.7320
C -1.7396 1.3066 -5.7683
C -0.7225 2.2478 -5.7615
C 0.0677 2.3546 -4.6220
C -0.1844 1.5205 -3.5376
C -1.2219 0.6078 -3.6402
H -2.3858 1.1871 -6.6330
H -0.5511 2.8824 -6.6236
H 0.8735 3.0816 -4.5792
H 0.4131 1.5793 -2.6349
H -1.4558 -0.0677 -2.8222
N 1.7645 -4.2665 2.5124
C 2.9500 -4.5571 3.0917
C 3.2773 -5.8071 3.5920
C 2.3313 -6.8223 3.4972
C 1.1004 -6.5535 2.9075
C 0.8669 -5.2727 2.4331
H 3.6533 -3.7312 3.1450
H 4.2461 -5.9848 4.0449
H 2.5514 -7.8149 3.8794
H 0.3418 -7.3228 2.8190
H -0.0770 -5.0142 1.9614
N 2.6637 4.1706 -3.3898
C 2.0850 5.0579 -2.5512
C 2.3832 5.1497 -1.2011
C 3.3295 4.2766 -0.6752
C 3.9415 3.3502 -1.5133
C 3.5799 3.3373 -2.8508
H 1.3509 5.7151 -3.0082
H 1.8891 5.8838 -0.5747
H 3.5883 4.3178 0.3788
H 4.6826 2.6557 -1.1341
H 4.0319 2.6353 -3.5459
N -0.5346 4.6214 -8.4825
C 0.6294 5.0585 -7.9540
C 1.0907 6.3595 -8.0762
C 0.3145 7.2690 -8.7867
C -0.8884 6.8483 -9.3444
C -1.2674 5.5276 -9.1653
H 1.2007 4.3108 -7.4117
H 2.0324 6.6562 -7.6286
H 0.6441 8.2972 -8.9047
H -1.5158 7.5326 -9.9043
H -2.1994 5.1520 -9.5782
N 0.0025 -1.1246 5.9605
C 1.0247 -1.6236 6.6895
C 0.8991 -2.0495 8.0021
C -0.3493 -1.9555 8.6080
C -1.4211 -1.4440 7.8837
C -1.1978 -1.0472 6.5750
H 1.9792 -1.6737 6.1737
H 1.7540 -2.4446 8.5391
H -0.4860 -2.2782 9.6360
H -2.4065 -1.3572 8.3273
H -2.0034 -0.6448 5.9671
N -6.7555 -1.3146 -5.8946
C -5.5457 -0.7545 -5.6753
C -5.3641 0.5713 -5.3157
C -6.4903 1.3754 -5.1755
C -7.7498 0.8280 -5.3966
C -7.8304 -0.5096 -5.7492
H -4.6978 -1.4217 -5.8004
H -4.3688 0.9674 -5.1494
H -6.3874 2.4199 -4.8961
H -8.6470 1.4283 -5.2960
H -8.7910 -0.9841 -5.9288
N 4.0488 4.9018 -11.1090
C 3.8448 4.9953 -9.7767
C 4.8592 4.9259 -8.8352
C 6.1631 4.7458 -9.2845
C 6.4048 4.6441 -10.6506
C 5.3253 4.7290 -11.5152
H 2.8102 5.1319 -9.4758
H 4.6378 5.0098 -7.7772
H 6.9842 4.6853 -8.5761
H 7.4094 4.5028 -11.0327
H 5.4629 4.6590 -12.5906
N 3.7411 -4.2152 8.8908
C 3.5226 -5.0113 7.8213
C 4.4446 -5.9279 7.3418
C 5.6681 -6.0338 7.9948
C 5.9235 -5.2260 9.0981
C 4.9373 -4.3419 9.5053
H 2.5547 -4.8891 7.3440
H 4.2146 -6.5438 6.4798
H 6.4164 -6.7401 7.6470
H 6.8672 -5.2841 9.6284
H 5.0874 -3.6927 10.3633
N -4.0302 -3.0429 6.6657
C -3.5376 -4.1705 6.1077
C -4.1937 -5.3908 6.1288
C -5.4291 -5.4631 6.7636
C -5.9618 -4.3193 7.3492
C -5.2324 -3.1436 7.2732
H -2.5694 -4.0638 5.6273
H -3.7519 -6.2639 5.6619
H -5.9725 -6.4027 6.8015
H -6.9220 -4.3427 7.8520
H -5.6073 -2.2231 7.7118

Cartesian forces (eV/Å) of the 3 atoms listed first:
0.410 -3.538 0.878
0.766 0.742 1.721
-0.826 -1.179 -1.847

Computed properties:
Net charge   +1

---

Record 3
The following is a DFT calculation (ωB97M-V with the def2-TZVPD basis set) of a single C7H12N2 molecule in a non-equilibrium geometry.

Cartesian coordinates (Å):
C 0.5039 2.0839 0.8273
C 0.3330 0.7074 0.2384
C -1.0553 0.1004 0.0780
N -1.7135 -0.2421 1.3502
C -0.6324 -1.0917 -0.8018
C 0.5648 -1.6858 -0.0243
C 1.3396 -0.3783 0.1507
N 1.0886 0.4827 -1.0193
C 0.1562 -0.3258 -1.8527
H 0.3590 2.0509 1.9439
H -0.2687 2.7959 0.4417
H 1.5099 2.4070 0.5032
H -1.7040 0.7964 -0.5028
H -1.9004 0.6321 1.8834
H -1.0787 -0.8143 2.0041
H -1.3999 -1.7903 -1.1850
H 1.0221 -2.4131 -0.6079
H 0.2724 -2.1402 0.9230
H 2.3418 -0.3202 0.6025
H 0.7105 -1.1299 -2.3719
H -0.4488 0.2751 -2.5807

Cartesian forces (eV/Å) of the 3 atoms listed first:
-0.238 -0.127 0.691
-0.242 0.938 -0.625
-0.139 -0.241 0.426

Computed properties:
Energy relative to the best compared isomer or geometry (same formula, charge and spin)   76.1 kJ/mol

---

Record 4
The following is a DFT calculation (ωB97M-V with the def2-TZVPD basis set) of a single C4H10N2O molecule in a non-equilibrium geometry.

Cartesian coordinates (Å):
C -1.9842 -0.4779 -0.6751
N -1.2683 0.8225 -0.8693
C -0.0328 1.0790 -0.3532
O 0.5735 2.0453 -0.7813
C 0.5920 0.0494 0.7025
C 1.1154 -1.1822 0.0197
N 1.6851 0.6636 1.4939
H -2.8744 -0.1813 -0.1126
H -2.2404 -0.9542 -1.6349
H -1.4034 -1.2052 -0.1549
H -1.4652 1.4198 -1.6569
H -0.2323 -0.3078 1.3277
H 2.1230 -1.0138 -0.4491
H 0.6398 -1.3831 -0.9382
H 1.4214 -1.8890 0.8177
H 2.1375 1.4145 0.9788
H 1.2131 1.1004 2.2852

Cartesian forces (eV/Å) of the 3 atoms listed first:
-0.663 1.882 -0.752
0.417 -1.793 0.574
0.454 -0.563 -0.208

Computed properties:
Energy relative to the best compared isomer or geometry (same formula, charge and spin)   146.3 kJ/mol

---

no.,frontier orbital gap (Eh),total energy (eV)
1,0.31584,-41089.005
2,0.26898,-83275.371
3,0.36481,-10432.688
4,0.37685,-9337.472